ORCA calculation (ωB97M-V with the def2-TZVPD basis set) on C23H23BCl2F3N6O3Ti as an isolated structure.

Cartesian coordinates (Å):
Ti  -0.10366  0.01194  0.04543
C  -2.97594  -1.15036  3.07294
C  -1.82678  -1.41600  2.34044
N  -1.43679  -0.31520  1.68921
N  -2.32509  0.66061  1.98593
C  -3.25573  0.18086  2.81635
B  -2.15518  2.07342  1.39642
N  -2.30226  1.96903  -0.15091
C  -3.18630  2.54485  -0.96547
C  -2.95125  2.11755  -2.26604
C  -1.87845  1.24911  -2.16359
N  -1.48943  1.17042  -0.88425
N  -0.71232  2.51549  1.69047
C  -0.23414  3.57354  2.35334
C  1.14738  3.55977  2.26656
C  1.43977  2.43894  1.50014
N  0.31036  1.80505  1.16876
H  -3.51970  -1.82510  3.70953
H  -1.26167  -2.33070  2.26164
H  -4.04927  0.81577  3.17344
H  -2.96167  2.83108  1.83942
H  -3.92634  3.22237  -0.57339
H  -3.48194  2.40475  -3.15578
H  -1.36436  0.68685  -2.92558
H  -0.90421  4.27038  2.82840
H  1.83701  4.27156  2.68341
H  2.38801  2.06316  1.15295
C  -2.17787  -3.18650  -2.69345
C  -2.48079  -2.84239  -1.23542
C  -3.37297  -3.88194  -0.58042
O  -3.05306  -1.53590  -1.13538
C  -1.14594  -2.76453  -0.49144
O  -0.67092  -3.65099  0.15473
O  -0.48513  -1.60099  -0.68244
H  -3.11042  -3.22551  -3.25856
H  -1.69224  -4.15974  -2.76571
H  -1.53098  -2.43065  -3.13849
H  -4.30524  -3.96934  -1.14146
H  -3.60305  -3.59177  0.44443
H  -2.88436  -4.85388  -0.56643
H  -3.94165  -1.58013  -1.50614
F  8.48159  1.66243  -3.79956
C  7.95270  0.43695  -3.69778
F  8.78270  -0.29758  -2.93628
F  7.95366  -0.11070  -4.92253
C  6.56601  0.46244  -3.10881
C  5.78834  -0.68630  -3.19003
C  4.52664  -0.69972  -2.62896
C  4.03948  0.44076  -1.98274
C  4.82678  1.59095  -1.91109
C  6.09115  1.59973  -2.47403
C  2.73826  0.42016  -1.39405
C  1.62139  0.40705  -0.90331
H  6.17132  -1.56328  -3.69424
H  3.90876  -1.58528  -2.68493
H  4.44051  2.47454  -1.42138
H  6.70468  2.48800  -2.42575
Cl  1.08536  0.18450  4.13087
C  2.26025  -0.57161  3.06833
Cl  1.50891  -1.52986  1.74976
H  2.85536  -1.27373  3.63952
H  2.87512  0.19207  2.60769

Output
Charge: +1
HOMO-LUMO gap, Eh: 0.26148

ORCA calculation (ωB97M-V with the def2-TZVPD basis set) on a 2-piece molecular cluster, C12H17N overall.

Cartesian coordinates (Å):
C  -2.54361  1.20017  -1.73566
C  -1.72697  1.25025  -0.55415
C  -0.79227  2.22719  -0.16552
N  -0.22912  1.87806  1.08409
C  -0.74640  0.61636  1.48217
C  -0.61006  -0.07448  2.67809
C  -1.40114  -1.13372  2.87662
C  -2.31301  -1.55309  1.85782
C  -2.52154  -0.87432  0.62982
C  -1.64107  0.26600  0.42553
H  -3.56665  0.99925  -1.50353
H  -2.25705  0.39032  -2.43240
H  -2.47152  1.96660  -2.37249
H  -0.61499  3.10974  -0.79585
H  0.18825  2.52474  1.69345
H  0.35196  0.21915  3.21408
H  -1.46246  -1.85184  3.68821
H  -2.73379  -2.59694  1.93710
H  -3.34359  -0.98596  -0.03036
C  3.07865  -1.97876  -1.02615
C  2.27533  -0.70637  -0.66925
C  2.75339  0.51619  -1.48345
H  2.99878  -2.69726  -0.28835
H  2.74333  -2.43624  -2.01810
H  4.13476  -1.85396  -1.18126
H  2.41551  -0.29556  0.43037
H  1.11987  -0.98566  -0.73319
H  3.09421  1.39369  -0.71529
H  2.18535  1.08194  -2.27386
H  3.63589  0.38450  -2.01847

Output
HOMO-LUMO gap, Eh: 0.31786
SMILES: Cc1c[nH]c2ccccc12.CCC